Record 1
{"formula": "C16H35MoNO4P2Si", "method": "ωB97M-V with the def2-TZVPD basis set", "s_squared": 2.04, "total_charge": 0, "homo_lumo_gap_ev": [6.0844, 6.6716], "relative_energy_kj_mol": 12.7, "multiplicity": 3, "symbols": ["Mo", "Si", "P", "N", "H", "C", "H", "H", "H", "C", "H", "H", "H", "C", "H", "H", "H", "C", "H", "H", "H", "H", "H", "C", "C", "C", "C", "C", "C", "H", "H", "H", "H", "H", "C", "O", "C", "H", "H", "H", "C", "H", "H", "H", "C", "O", "P", "O", "C", "O", "C", "H", "H", "H", "H", "H", "H", "H", "H", "H"], "positions_angstrom": [[0.17860, -0.03985, -0.07496], [2.42963, 0.20489, -0.95846], [-0.40681, 0.47900, -2.34818], [-0.22255, -1.81454, -0.31964], [-0.20852, 2.58139, 1.75027], [-2.18646, 0.76364, -2.59955], [-2.37090, 0.98088, -3.66152], [-2.50235, 1.61040, -1.97773], [-2.74154, -0.13569, -2.30476], [0.29670, 1.98598, -3.11157], [-0.13370, 2.08176, -4.12004], [1.38838, 1.90870, -3.18422], [0.02432, 2.85523, -2.49496], [-0.06468, -0.84756, -3.56184], [-0.29127, -0.46860, -4.57033], [-0.70609, -1.71187, -3.33775], [0.98755, -1.15224, -3.50881], [3.06478, 1.94139, -0.50587], [2.79503, 2.18058, 0.53665], [2.63196, 2.68152, -1.19786], [4.16190, 1.93904, -0.61304], [3.43716, -0.75890, -0.44038], [2.71352, 0.15336, -2.42703], [-0.14294, -3.13285, -0.47035], [-1.14446, -5.34844, -0.39010], [-1.25605, -3.98600, -0.19086], [1.07952, -3.71684, -0.93516], [1.15912, -5.08881, -1.12933], [0.05152, -5.90138, -0.86677], [-2.00206, -5.99300, -0.17968], [-2.16969, -3.50972, 0.16480], [1.92163, -3.04975, -1.13919], [2.09056, -5.52421, -1.49868], [0.12026, -6.97768, -1.03812], [-0.84115, 2.89760, 0.89063], [-0.87130, 1.85143, -0.02232], [-2.26496, 3.18806, 1.41672], [-2.44449, 4.27058, 1.43834], [-2.36502, 2.80936, 2.44012], [-3.03542, 2.72668, 0.79092], [-0.22507, 4.14302, 0.23366], [-0.86559, 4.48241, -0.58862], [0.77573, 3.95274, -0.17061], [-0.15700, 4.95063, 0.97368], [-0.02845, 0.70168, 4.47413], [0.47130, -0.27558, 3.56145], [1.10973, -0.53096, 2.13578], [2.63791, 0.09428, 2.16681], [3.58589, 0.19090, 3.23175], [1.30114, -2.15463, 2.35617], [2.55470, -2.83435, 2.49149], [-1.12766, 0.66466, 4.47756], [0.32313, 1.72916, 4.27911], [0.30564, 0.39156, 5.47046], [3.14635, 0.63663, 4.13369], [4.03696, -0.78072, 3.48631], [4.38017, 0.83625, 2.83647], [2.97277, -2.70987, 3.50436], [2.33248, -3.89667, 2.33832], [3.29384, -2.52296, 1.73524]], "mulliken_charge": [-0.17, 1.00, 1.61, -0.52, -0.23, -1.21, 0.41, 0.24, 0.29, -1.18, 0.45, 0.28, 0.22, -1.28, 0.44, 0.31, 0.27, -1.14, 0.19, 0.29, 0.42, -0.36, -0.30, 0.17, -0.49, -0.62, 0.20, -0.70, -0.39, 0.35, 0.38, 0.25, 0.36, 0.35, 1.04, -0.72, -1.33, 0.41, 0.26, 0.25, -1.52, 0.33, 0.23, 0.47, -0.69, -0.47, 1.31, -0.15, -0.79, -0.34, -0.73, 0.29, 0.29, 0.29, 0.27, 0.29, 0.26, 0.30, 0.27, 0.29]}

Record 2
{"formula": "C19H44NO2P2PbS", "method": "ωB97M-V with the def2-TZVPD basis set", "total_charge": 1, "homo_lumo_gap_ev": [5.0675, 5.0670], "relative_energy_kj_mol": 331.8, "multiplicity": 1, "symbols": ["Pb", "P", "P", "N", "C", "H", "H", "C", "H", "H", "C", "H", "H", "C", "H", "H", "C", "C", "H", "H", "H", "C", "C", "H", "H", "H", "C", "C", "H", "H", "H", "C", "C", "H", "H", "H", "C", "O", "C", "H", "H", "H", "C", "H", "H", "H", "C", "H", "H", "H", "C", "H", "H", "H", "H", "H", "H", "H", "H", "H", "C", "S", "C", "O", "H", "H", "H", "H", "H", "H"], "positions_angstrom": [[-0.23045, 0.19919, -0.29445], [0.25702, -2.02536, -1.55406], [0.52517, 2.66088, 0.28075], [0.66289, 0.97264, -2.54297], [1.19418, -1.42414, -3.01193], [2.04221, -2.13024, -3.12232], [0.49666, -1.52607, -3.86656], [1.71391, 0.03382, -2.98933], [2.62222, 0.12455, -2.36978], [1.98112, 0.32251, -4.02112], [0.93004, 2.43319, -2.53333], [-0.03219, 2.93711, -2.73937], [1.65342, 2.65488, -3.33516], [1.52227, 2.96335, -1.20022], [1.58374, 4.07511, -1.21043], [2.52632, 2.54916, -0.98816], [1.30808, 3.01219, 1.89575], [2.07456, 1.84187, 2.54634], [3.02915, 1.65984, 2.03945], [1.49248, 0.90416, 2.60178], [2.29264, 2.14238, 3.57970], [-1.12520, 3.45170, 0.12519], [-2.15677, 2.96166, 1.16299], [-3.15253, 2.85017, 0.70908], [-2.26291, 3.68835, 1.98350], [-1.92613, 1.97820, 1.60892], [-1.41174, -2.59753, -2.04232], [-2.06112, -3.40050, -0.90046], [-3.13580, -3.46478, -1.11602], [-1.97815, -2.93851, 0.10643], [-1.64425, -4.41716, -0.87913], [1.24716, -3.28579, -0.68508], [0.75389, -3.61781, 0.72909], [1.54825, -4.19817, 1.21579], [-0.15811, -4.23433, 0.71916], [0.58196, -2.73154, 1.35810], [2.35752, -0.27234, 0.31356], [3.39882, -0.53913, 0.69511], [-0.86258, 4.96976, 0.14492], [0.18941, 5.23605, 0.41901], [-1.04368, 5.37201, -0.85420], [-1.54439, 5.44729, 0.84933], [-1.18828, -3.36168, -3.36095], [-1.74280, -4.30527, -3.31583], [-1.50650, -2.73857, -4.21907], [-0.13112, -3.61897, -3.53870], [1.28338, -4.48412, -1.62388], [1.93011, -5.22977, -1.15619], [0.27624, -4.91734, -1.76686], [1.72501, -4.20483, -2.59322], [0.25923, 3.57480, 2.85029], [-0.51391, 2.81800, 3.07592], [0.76397, 3.84693, 3.78130], [-0.21766, 4.48292, 2.42869], [2.03646, 3.78380, 1.54499], [2.24054, -2.80271, -0.59231], [-1.49924, 3.13993, -0.88875], [-1.99762, -1.66866, -2.20557], [-0.27828, 0.75569, -2.90862], [-1.93319, 0.59663, -0.89615], [-0.89537, -2.30928, 3.48598], [-1.63255, -1.16851, 2.34310], [-2.33508, 0.11620, 3.34892], [-0.29144, -0.48024, 1.90810], [-1.55656, -2.21464, 4.34634], [0.11539, -1.90114, 3.60690], [-0.88153, -3.29863, 2.98670], [-1.46313, 0.74027, 3.59744], [-3.07880, 0.66987, 2.74665], [-2.74639, -0.45927, 4.18727]], "mulliken_charge": [0.63, -0.38, -0.49, -0.01, -0.76, 0.35, 0.39, -1.05, 0.36, 0.51, -1.18, 0.46, 0.38, -0.61, 0.50, 0.38, 0.95, -1.43, 0.30, 0.07, 0.51, 0.88, -1.29, 0.40, 0.49, -0.30, 0.93, -1.37, 0.51, -0.05, 0.37, 0.50, -1.24, 0.49, 0.31, -0.02, 0.13, -0.30, -1.84, 0.45, 0.29, 0.49, -1.53, 0.39, 0.31, 0.48, -1.51, 0.51, 0.24, 0.35, -1.39, 0.08, 0.59, 0.26, 0.66, 0.44, 0.55, 0.49, 0.36, -0.19, -1.05, 0.65, -1.02, -0.43, 0.61, 0.21, 0.23, 0.07, 0.34, 0.61]}

Record 3
{"formula": "C8H20B2ClGdNO3S", "method": "ωB97M-V with the def2-TZVPD basis set", "s_squared": 16.78, "total_charge": 3, "homo_lumo_gap_ev": [8.2027, 5.8518], "multiplicity": 8, "symbols": ["C", "C", "C", "N", "B", "C", "C", "C", "C", "S", "O", "O", "Cl", "B", "C", "O", "H", "H", "H", "H", "H", "H", "H", "H", "H", "H", "H", "H", "H", "H", "H", "H", "H", "H", "H", "H", "Gd"], "positions_angstrom": [[-3.32018, -0.79903, -2.18779], [-2.01842, -1.23988, -2.87229], [-1.09676, 0.02187, -3.22015], [0.21589, -0.15529, -2.74535], [0.61459, 0.15651, -1.32691], [1.46946, -0.96736, -0.64286], [1.88188, -0.74948, 0.81480], [0.74510, -0.97230, 1.80272], [1.10731, -0.97698, 3.28630], [1.46704, 0.56105, 4.10571], [2.33537, 0.33820, 5.19576], [2.12889, 1.54761, 3.12679], [-0.19464, 1.39260, 4.63258], [0.23282, 1.63905, -0.57803], [-1.19062, 1.93820, 0.02023], [1.22295, 2.56035, -0.46760], [-3.42091, -1.28083, -1.22267], [-3.36541, 0.27311, -2.03752], [-4.16220, -1.08139, -2.80603], [-1.46447, -1.96098, -2.28115], [-2.24595, -1.73368, -3.80785], [-1.52346, 0.96273, -2.90177], [-1.06146, 0.02872, -4.31551], [0.59462, -1.03841, -3.09548], [2.38559, -0.98533, -1.24336], [1.00699, -1.94801, -0.75515], [2.65570, -1.48669, 1.04177], [2.36596, 0.22947, 0.91267], [0.36670, -1.97459, 1.61782], [-0.09347, -0.29659, 1.63964], [1.95713, -1.61883, 3.51188], [0.26137, -1.34801, 3.86418], [-1.63554, 2.79979, -0.47430], [-1.88654, 1.10663, -0.02913], [-1.08565, 2.20871, 1.07323], [0.91577, 3.36249, -0.03449], [3.83452, 1.48654, 2.39931]], "mulliken_charge": [-1.16, -0.18, -0.79, -0.10, 0.10, -1.19, 0.41, -0.20, -1.07, 1.28, -0.52, -0.86, 0.00, 0.34, -1.09, -0.64, 0.29, 0.37, 0.32, 0.31, 0.48, 0.51, 0.29, 0.31, 0.44, 0.53, 0.81, -0.80, 0.55, 0.09, 0.46, 0.53, 0.40, 0.35, 0.40, 0.33, 1.69]}

Record 4
{"formula": "C25H21AuN5O", "method": "ωB97M-V with the def2-TZVPD basis set", "total_charge": 1, "homo_lumo_gap_ev": 7.6921, "relative_energy_kj_mol": 0.0, "multiplicity": 1, "symbols": ["Au", "O", "C", "N", "C", "C", "C", "C", "C", "C", "N", "C", "C", "C", "C", "C", "N", "H", "H", "H", "H", "H", "H", "H", "H", "H", "H", "N", "C", "C", "C", "C", "N", "C", "C", "H", "H", "H", "H", "C", "C", "C", "C", "C", "C", "C", "H", "H", "H", "H", "H", "H", "H"], "positions_angstrom": [[0.22597, 0.01000, 0.03379], [-2.51807, -2.65594, -1.38965], [-1.73168, -1.76099, -1.14116], [-1.39530, -1.25516, 0.04922], [-1.73210, -1.78609, 1.33696], [-0.86194, -1.14060, 2.40511], [-1.05679, -1.42859, 3.74554], [-0.31634, -0.77739, 4.71015], [0.61449, 0.18105, 4.32717], [0.78771, 0.42873, 2.98872], [0.08598, -0.23488, 2.04780], [-0.96796, -1.07724, -2.28015], [-1.26474, -1.38101, -3.58910], [-0.61546, -0.70143, -4.60679], [0.30594, 0.28597, -4.28917], [0.57847, 0.54299, -2.96184], [-0.02808, -0.14617, -1.98478], [-1.56999, -2.87115, 1.37007], [-2.77994, -1.61867, 1.60517], [-1.81010, -2.15737, 4.01580], [-0.47265, -0.99960, 5.75768], [1.19962, 0.72837, 5.05247], [1.50153, 1.15585, 2.62967], [-2.01544, -2.13906, -3.76583], [-0.83722, -0.92675, -5.64225], [0.81706, 0.85184, -5.05531], [1.29291, 1.29387, -2.65431], [-4.21097, 6.88560, -0.12978], [-3.55314, 5.94439, -0.10652], [-2.72475, 4.75909, -0.07748], [-1.36321, 4.86140, 0.17311], [-0.61365, 3.69930, 0.19101], [-1.13597, 2.48798, -0.02035], [-2.44700, 2.40503, -0.25968], [-3.28156, 3.50711, -0.29966], [-0.90246, 5.82366, 0.34824], [0.45344, 3.74172, 0.37913], [-2.84659, 1.40891, -0.42556], [-4.33889, 3.39670, -0.49769], [2.31507, 0.19718, -0.02091], [2.71776, -1.23249, -0.09817], [2.90801, -1.98026, 1.06663], [3.20917, -3.33175, 0.99876], [3.32520, -3.95960, -0.23634], [3.15807, -3.22036, -1.40183], [2.85947, -1.86860, -1.33243], [2.62240, 0.77414, -0.89270], [2.66570, 0.68582, 0.88784], [2.82681, -1.49724, 2.03550], [3.36089, -3.89542, 1.90999], [3.55634, -5.01545, -0.29014], [3.26464, -3.69786, -2.36720], [2.73935, -1.29956, -2.24879]], "mulliken_charge": [0.96, -0.72, -0.11, -0.16, -0.87, 0.62, -0.81, -0.35, -0.76, -0.26, 0.20, 0.69, -0.53, -0.44, -0.71, -0.30, 0.36, 0.40, 0.44, 0.51, 0.43, 0.45, 0.45, 0.57, 0.45, 0.46, 0.46, -0.40, -0.19, 0.66, -0.65, -0.36, -0.02, -0.20, -0.72, 0.47, 0.45, 0.44, 0.47, -2.04, 0.70, -0.14, -0.74, -0.49, -0.74, -0.12, 0.55, 0.61, 0.40, 0.42, 0.40, 0.41, 0.41]}

Record 5
{"formula": "C19H42AuNO3P3", "method": "ωB97M-V with the def2-TZVPD basis set", "s_squared": 2.04, "total_charge": 3, "homo_lumo_gap_ev": [6.2898, 2.9853], "relative_energy_kj_mol": 133.8, "multiplicity": 3, "symbols": ["Au", "P", "P", "P", "H", "C", "C", "H", "C", "C", "C", "C", "C", "C", "C", "C", "C", "H", "H", "H", "H", "H", "H", "H", "H", "H", "H", "H", "H", "H", "H", "H", "H", "H", "H", "H", "H", "H", "H", "H", "H", "H", "H", "H", "H", "H", "C", "C", "C", "C", "C", "C", "O", "H", "H", "H", "H", "H", "H", "N", "C", "C", "O", "O", "H", "H", "H", "H", "H"], "positions_angstrom": [[-0.95064, 1.35658, 0.23980], [0.72489, 2.57184, 1.26997], [-3.18564, 1.82799, 0.52060], [-0.49287, 1.17325, -2.50420], [3.80917, -7.08328, -2.16899], [4.36816, -6.40309, -2.81789], [5.46336, -5.76569, -2.38206], [5.84794, -5.92060, -1.36952], [1.17810, 1.98155, 2.90803], [0.08212, 4.25383, 1.48091], [2.25148, 2.72234, 0.31274], [-4.29462, 0.61448, -0.23361], [-3.60242, 1.96777, 2.26909], [-3.55061, 3.43974, -0.23643], [1.15711, 0.66966, -2.96597], [-0.57188, 2.95903, -2.72428], [-1.78079, 0.43956, -3.51530], [4.01940, -6.30197, -3.84971], [6.04238, -5.11075, -3.04002], [1.72483, 1.03867, 2.77588], [0.27394, 1.77337, 3.49637], [1.80988, 2.72892, 3.41108], [-0.82857, 4.21966, 2.09203], [-0.16554, 4.68190, 0.50131], [0.83414, 4.88057, 1.97568], [2.66946, 1.71382, 0.17570], [2.95700, 3.36548, 0.85961], [2.04488, 3.17214, -0.66830], [-5.33335, 0.96645, -0.14985], [-4.18526, -0.34067, 0.29971], [-4.03639, 0.46742, -1.29267], [-4.52966, 2.54581, 2.38865], [-2.77564, 2.45011, 2.80474], [-3.72021, 0.96073, 2.68657], [-4.51008, 3.38428, -0.76716], [-2.75738, 3.72112, -0.94075], [-3.61144, 4.20008, 0.55273], [1.43721, 1.15939, -3.90685], [1.18941, -0.41987, -3.07348], [1.85258, 0.94245, -2.15976], [-0.06289, 3.20382, -3.66803], [-0.07409, 3.51207, -1.91958], [-1.60897, 3.30794, -2.80016], [-1.50365, 0.55954, -4.57496], [-2.74446, 0.93647, -3.31640], [-1.86983, -0.62892, -3.26982], [2.03864, -1.58862, -0.42383], [0.95066, -2.52176, -0.66342], [1.09359, -3.53255, -1.58951], [2.33492, -3.76096, -2.19534], [3.46175, -3.05820, -1.76094], [3.34869, -2.03914, -0.84303], [1.83868, -0.41766, 0.01622], [-0.54083, 0.35881, -1.21427], [0.00398, -2.30937, -0.17468], [0.23966, -4.15078, -1.86913], [2.44524, -4.51673, -2.97216], [4.44455, -3.33690, -2.13611], [4.20636, -1.46378, -0.51069], [-2.20283, -1.85958, 5.13552], [-1.00457, -2.03363, 4.26817], [-0.99617, -0.73869, 3.43987], [-1.60154, 0.22147, 4.03010], [-0.43496, -0.74279, 2.32513], [-2.32305, -0.80221, 5.11485], [-2.09883, -2.27173, 6.06579], [-2.98750, -2.32872, 4.68335], [-0.12615, -2.07354, 4.91612], [-1.08086, -2.92795, 3.65254]], "mulliken_charge": [1.03, 0.41, 0.63, 0.63, 0.28, -0.59, -0.59, 0.28, -0.98, -1.12, -1.02, -1.18, -1.08, -1.09, -1.04, -1.21, -1.20, 0.32, 0.32, 0.32, 0.14, 0.56, 0.34, 0.34, 0.48, 0.21, 0.50, 0.35, 0.46, 0.36, 0.28, 0.52, 0.30, 0.31, 0.42, 0.17, 0.41, 0.60, 0.28, 0.21, 0.51, 0.26, 0.40, 0.44, 0.38, 0.40, -0.12, -0.18, -0.52, -0.14, -0.27, -0.66, -0.36, 0.21, 0.56, 0.42, 0.46, 0.34, 0.46, -0.20, -0.72, 0.56, -0.75, -0.47, 0.33, 0.35, 0.34, 0.28, 0.34]}

Record 6
{"formula": "C5H9NOS", "method": "ωB97M-V with the def2-TZVPD basis set", "total_charge": 0, "smiles": "CS[C@@]1(C)CC=NO1", "homo_lumo_gap_ev": 9.5710, "relative_energy_kj_mol": 309.1, "multiplicity": 1, "symbols": ["C", "S", "C", "C", "C", "C", "N", "O", "H", "H", "H", "H", "H", "H", "H", "H", "H"], "positions_angstrom": [[0.23809, -0.64076, -2.35429], [-1.13881, 0.08199, -1.35774], [-0.47655, -0.03702, 0.34052], [-0.41516, -1.44114, 0.81154], [0.75928, 0.84327, 0.62752], [0.07787, 1.94240, 1.48804], [-1.16397, 1.77177, 1.71555], [-1.54720, 0.59070, 1.07983], [0.19564, -1.80365, -2.56095], [0.08085, -0.24434, -3.41177], [1.22627, -0.30212, -1.89913], [0.61371, -1.78990, 0.42053], [-0.48164, -1.34732, 2.03448], [-1.24198, -1.99215, 0.35864], [1.22589, 1.30723, -0.27325], [1.46648, 0.23993, 1.19979], [0.58124, 2.82110, 1.78069]], "mulliken_charge": [-0.75, -0.05, 0.56, -1.18, -0.53, -0.26, -0.37, -0.27, 0.24, 0.30, 0.24, 0.31, 0.28, 0.35, 0.34, 0.32, 0.47]}